No. 1
# C29H32N6O4S

C29H32N6O4S in the gas phase (ωB97M-V/def2-TZVPD, OMol25).

Calculated values
- Largest force on an atom: 0.85 eV/Å
- Electronic energy: -2152.05498 Ha
- Energy above the lowest of the compared OMol25 structures with the same formula, charge and spin: 0.0 kcal per mole
- SMILES: O=C(CSC1=Nc2ccccc2C2=N[C@@H](CC(=O)N3CCN(c4ccccc4)CC3)C(=O)N12)NC[C@@H]1CCCO1
- Lowest unoccupied orbital energy: -0.18 eV

Each line ends with the natural charge from an NBO analysis.
Positions of all 72 atoms, in Å:
O1 -1.396 -3.880 1.374  -0.6387
C1 -1.234 -2.679 1.305  0.6739
C2 -0.469 -1.964 2.417  -0.6322
S1 -0.131 -0.195 2.190  0.3078
C3 1.435 -0.275 1.423  0.3175
N1 1.996 -1.393 1.158  -0.5358
C4 3.234 -1.405 0.549  0.2417
C5 3.827 -2.640 0.287  -0.2246
C6 5.056 -2.694 -0.337  -0.1805
C7 5.713 -1.527 -0.716  -0.2230
C8 5.144 -0.296 -0.465  -0.1349
C9 3.907 -0.224 0.171  -0.1706
C10 3.259 1.024 0.467  0.4539
N2 3.636 2.220 0.252  -0.4351
C11 2.591 3.104 0.698  -0.1658
C12 1.903 3.781 -0.511  -0.4789
C13 1.061 2.737 -1.235  0.6720
O2 1.597 1.827 -1.848  -0.6447
N3 -0.285 2.829 -1.195  -0.4359
C14 -1.120 3.631 -0.328  -0.2252
C15 -2.094 2.714 0.411  -0.2218
N4 -2.968 2.017 -0.513  -0.4616
C16 -3.816 1.036 -0.038  0.2641
C17 -3.785 0.614 1.298  -0.3217
C18 -4.653 -0.360 1.754  -0.1703
C19 -5.585 -0.936 0.909  -0.2654
C20 -5.649 -0.504 -0.405  -0.1914
C21 -4.787 0.466 -0.873  -0.2936
C22 -2.510 2.020 -1.884  -0.2168
C23 -1.004 1.809 -1.950  -0.2285
C24 1.567 2.210 1.383  0.7049
O3 0.557 2.491 1.978  -0.5670
N5 2.018 0.934 1.133  -0.5012
N6 -1.714 -1.907 0.323  -0.6162
C25 -2.442 -2.428 -0.807  -0.2492
C26 -1.540 -2.567 -2.045  0.0972
C27 -0.421 -3.614 -1.871  -0.4498
C28 0.844 -2.765 -1.745  -0.4300
C29 0.465 -1.531 -2.559  -0.0762
O4 -0.909 -1.314 -2.287  -0.5578
H1 -1.054 -2.045 3.334  0.2543
H2 0.489 -2.465 2.559  0.2815
H3 3.305 -3.537 0.581  0.2286
H4 5.510 -3.653 -0.536  0.2179
H5 6.672 -1.587 -1.208  0.2185
H6 5.628 0.625 -0.747  0.2347
H7 3.000 3.866 1.365  0.2429
H8 1.327 4.643 -0.184  0.2221
H9 2.690 4.101 -1.195  0.2596
H10 -0.520 4.140 0.423  0.2334
H11 -1.660 4.381 -0.917  0.1958
H12 -2.703 3.313 1.097  0.2053
H13 -1.492 2.021 1.012  0.2080
H14 -3.079 1.038 1.993  0.2184
H15 -4.595 -0.673 2.786  0.2108
H16 -6.258 -1.698 1.270  0.2147
H17 -6.386 -0.923 -1.076  0.2132
H18 -4.887 0.800 -1.895  0.2105
H19 -2.787 2.963 -2.374  0.1855
H20 -2.972 1.202 -2.434  0.2287
H21 -0.763 0.816 -1.558  0.2224
H22 -0.657 1.834 -2.987  0.2205
H23 -1.499 -0.921 0.306  0.4138
H24 -3.268 -1.748 -1.028  0.2179
H25 -2.837 -3.408 -0.530  0.2314
H26 -2.181 -2.819 -2.904  0.1737
H27 -0.593 -4.235 -0.995  0.2403
H28 -0.367 -4.255 -2.751  0.2068
H29 1.732 -3.258 -2.132  0.2139
H30 1.015 -2.494 -0.704  0.2141
H31 1.013 -0.626 -2.288  0.2139
H32 0.605 -1.721 -3.633  0.1580

Forces on the atoms, in the same order (eV/Å):
-0.02 -0.49 0.12
0.20 0.45 0.15
0.22 0.17 -0.10
-0.45 -0.16 0.47
-0.10 -0.79 0.07
-0.63 0.19 0.36
0.70 0.34 -0.35
0.04 0.14 -0.01
-0.04 -0.02 0.02
0.08 0.09 -0.04
-0.12 0.02 0.06
0.03 -0.77 -0.03
0.04 0.65 0.10
0.58 -0.32 -0.23
-0.11 0.18 -0.06
-0.01 -0.23 0.04
0.01 0.48 -0.09
0.23 -0.13 -0.17
-0.25 -0.09 -0.18
-0.20 0.18 0.30
0.08 0.10 0.29
0.16 0.17 0.00
-0.20 -0.05 0.05
0.11 0.17 0.01
-0.12 -0.08 -0.02
-0.07 -0.12 0.10
0.01 0.01 -0.01
-0.04 -0.02 -0.11
0.20 0.08 -0.24
-0.03 -0.32 -0.24
-0.17 0.55 0.45
0.14 0.24 0.00
0.31 -0.36 -0.18
-0.01 0.21 -0.30
0.08 -0.06 -0.46
-0.43 -0.33 0.27
0.03 0.13 -0.06
-0.16 0.16 -0.10
0.43 -0.09 -0.06
-0.26 0.05 0.07
0.02 0.03 -0.03
-0.17 -0.06 0.01
-0.08 -0.08 0.03
0.04 -0.08 -0.02
0.08 0.01 -0.04
0.10 0.10 -0.06
-0.18 -0.07 0.06
0.02 0.01 -0.01
-0.09 0.01 0.04
-0.08 -0.03 -0.09
0.03 0.00 0.11
0.09 -0.01 0.05
-0.13 0.10 -0.08
0.10 0.09 0.04
0.01 -0.03 0.10
-0.06 -0.07 0.04
-0.05 -0.02 -0.06
0.00 0.05 -0.07
-0.02 -0.14 -0.09
0.04 0.09 0.01
-0.03 0.09 -0.07
-0.05 -0.09 0.06
0.02 -0.12 0.12
0.03 -0.09 0.05
-0.05 0.09 -0.06
0.07 0.03 0.10
-0.03 -0.07 0.01
-0.01 -0.03 -0.01
0.08 -0.03 -0.01
0.01 0.01 -0.05
-0.02 0.00 -0.03
0.02 0.03 0.05

---

No. 2
# C2H10N2

2 unconnected molecules or ions with the total composition C2H10N2 (ωB97M-V/def2-TZVPD, OMol25).

Calculated values
- Largest force on an atom: 2.24 eV/Å
- Electronic energy: -191.68021 Ha
- Energy above the lowest of the compared OMol25 structures with the same formula, charge and spin: 10.8 kcal per mole
- SMILES: NCN.C
- Lowest unoccupied orbital energy: 1.09 eV

Each line ends with the natural charge from an NBO analysis.
Positions of all 14 atoms, in Å:
N1 0.658 -0.293 0.782  -0.8357
C1 0.793 1.181 1.054  -0.0408
N2 0.275 1.959 -0.029  -0.8578
H1 -0.336 -0.439 0.916  0.3566
H2 1.227 -0.775 1.463  0.3596
H3 1.849 1.326 1.242  0.1432
H4 0.237 1.496 1.949  0.1509
H5 0.548 1.671 -0.964  0.3637
H6 0.525 2.939 -0.025  0.3613
C2 -1.559 -2.510 -1.647  -0.8538
H7 -2.045 -2.137 -0.728  0.2051
H8 -2.225 -3.261 -2.057  0.2138
H9 -1.402 -1.624 -2.277  0.2160
H10 -0.586 -2.837 -1.324  0.2179

Forces on the atoms, in the same order (eV/Å):
-0.41 2.19 -0.20
0.43 -1.03 0.19
-0.57 0.45 -1.36
0.12 -0.85 0.10
-0.36 -0.24 0.14
0.50 0.23 0.12
0.18 -0.14 -0.01
0.17 -0.65 0.34
-0.05 0.02 0.66
-0.42 1.29 0.97
0.06 -0.08 -0.31
0.34 -0.12 -0.34
-0.27 -0.46 -0.14
0.29 -0.61 -0.17

---

No. 3
# C4H12N2O

C4H12N2O in the gas phase (ωB97M-V/def2-TZVPD, OMol25).

Calculated values
- Largest force on an atom: 1.20 eV/Å
- Electronic energy: -344.32819 Ha
- Energy above the lowest of the compared OMol25 structures with the same formula, charge and spin: 35.7 kcal per mole
- SMILES: NCC[C@H](N)CO
- Lowest unoccupied orbital energy: 0.93 eV

Each line ends with the natural charge from an NBO analysis.
Positions of all 19 atoms, in Å:
N1 0.462 0.124 -2.342  -0.8400
C1 -0.279 1.082 -1.534  -0.2052
C2 0.141 1.092 -0.080  -0.4315
C3 -0.252 -0.167 0.698  -0.0870
N2 -0.997 0.084 1.938  -0.8438
C4 0.941 -1.064 1.013  -0.0574
O1 0.685 -2.457 0.837  -0.7273
H1 -0.092 -0.275 -3.088  0.3594
H2 0.767 -0.678 -1.792  0.3533
H3 -1.374 0.913 -1.551  0.1569
H4 -0.178 2.078 -1.973  0.1865
H5 -0.375 1.946 0.379  0.2139
H6 1.192 1.398 0.038  0.2106
H7 -0.946 -0.764 0.108  0.1814
H8 -1.961 0.311 1.755  0.3633
H9 -0.537 0.750 2.549  0.3595
H10 1.788 -0.826 0.356  0.1635
H11 1.256 -0.911 2.042  0.1758
H12 -0.240 -2.636 0.648  0.4680

Forces on the atoms, in the same order (eV/Å):
0.28 -0.58 0.13
-0.67 0.08 -0.24
-0.08 1.18 0.21
0.02 0.03 0.70
0.29 -0.55 -0.06
0.13 -0.43 -0.59
0.17 -0.14 0.01
-0.06 0.23 -0.08
-0.05 0.24 -0.01
0.24 -0.21 0.02
0.28 0.03 0.07
-0.18 -0.20 -0.06
-0.01 -0.58 -0.15
0.00 0.02 -0.45
0.01 0.38 0.15
-0.27 0.06 -0.16
-0.13 0.01 0.11
0.07 0.16 0.22
-0.04 0.27 0.17

---

> Among the records above, which one has the highest electronic energy?

C2H10N2

---

> Which value of largest force on an atom does entry 2 give?

2.24 eV/Å